1.
The following is a quantum chemistry calculation of a structure of composition C25H23IrN5O11S in a non-equilibrium geometry, from the Open Molecules 2025 dataset.

Output
HOMO energy = -5.3 eV
charge = -1
frontier orbital gap = 0.2681 hartree
DFT total energy = -69951.69787 eV
energy relative to the best compared isomer or geometry (same formula, charge and spin) = 14.19 kcal per mole

Cartesian coordinates (Å):
Ir: 0.229 0.347 0.580
S: -6.089 2.249 1.894
O: -1.623 1.132 0.910
O: -3.717 -3.453 -2.824
O: -6.533 3.476 2.495
O: 1.975 -0.238 -0.224
O: -7.025 1.224 1.519
O: -2.408 2.546 2.417
O: 1.317 0.963 2.182
O: -0.876 -3.592 0.651
O: 0.041 -1.624 1.211
O: -0.182 0.382 3.772
O: -2.580 -4.378 -1.156
N: -0.795 -0.490 -0.968
N: 0.659 2.231 -0.079
N: -1.546 0.002 -1.956
N: 1.918 3.982 -0.317
N: -4.976 1.609 2.845
C: -0.629 -2.396 0.458
C: 5.477 0.375 0.367
C: -1.169 -1.738 -0.779
C: 1.917 2.645 -0.102
C: -5.347 1.960 -0.737
C: 4.355 2.481 0.279
C: -5.168 2.676 0.437
C: -4.288 3.749 0.483
C: -2.970 3.766 -3.081
C: 0.878 0.831 3.392
C: -2.392 -0.933 -2.429
C: 0.615 4.427 -0.385
C: -2.246 1.395 2.015
C: -0.163 3.330 -0.225
C: 3.072 0.434 0.027
C: -4.448 0.301 2.471
C: 4.278 -0.274 0.176
C: -3.755 3.396 -1.850
C: -4.645 2.327 -1.875
C: -2.171 -2.086 -1.709
C: 5.527 1.769 0.425
C: -2.893 -3.368 -1.942
C: 3.128 1.846 0.067
C: -2.943 0.246 2.746
C: -3.588 4.101 -0.660
H: -2.738 0.337 3.811
H: 6.384 -0.203 0.490
H: 0.366 5.463 -0.523
H: -2.564 4.774 -3.001
H: -2.900 4.939 -0.626
H: -2.130 3.083 -3.226
H: -3.083 -0.739 -3.231
H: -1.899 -4.130 -0.450
H: -1.233 3.233 -0.148
H: 4.401 3.562 0.353
H: -6.050 1.138 -0.751
H: 1.656 1.129 4.124
H: -4.153 4.296 1.405
H: 6.463 2.284 0.595
H: -4.662 0.090 1.418
H: -4.245 2.282 3.088
H: -3.590 3.715 -3.976
H: -4.798 1.780 -2.798
H: 2.742 4.550 -0.376
H: 4.218 -1.354 0.148
H: -1.539 0.994 -2.118
H: -2.544 -0.713 2.419
H: -4.959 -0.467 3.055

---

2.
The following is a quantum chemistry calculation of a structure of composition C25H23N3NaO5Sb, from the Open Molecules 2025 dataset.

Output
HOMO energy = -1.6 eV
charge = -2
frontier orbital gap = 0.2105 hartree
DFT total energy = -51964.17256 eV
energy relative to the best compared isomer or geometry (same formula, charge and spin) = 0.00 kcal per mole

Cartesian coordinates (Å):
Sb: 1.196 -2.527 0.544
Na: -0.559 0.359 1.413
O: 1.492 0.396 0.429
O: -2.801 0.899 0.971
O: -5.207 0.676 1.483
O: -0.367 1.174 4.427
O: -0.125 -3.258 3.394
N: -2.067 2.585 -0.455
N: -0.790 2.073 -0.249
N: -0.310 -0.944 3.498
C: -0.285 -0.040 4.521
C: 0.095 2.610 -0.995
C: -5.436 1.747 0.714
C: 0.080 -3.085 6.488
C: -0.065 -2.116 5.519
C: -4.695 3.525 -0.728
C: -2.974 1.925 0.215
C: 1.522 2.302 -1.024
C: 2.492 -2.434 -1.188
C: 2.311 3.126 -1.832
C: -0.174 -2.197 4.005
C: 3.551 1.085 -0.471
C: -6.751 2.203 0.567
C: 0.089 -1.309 8.139
C: 2.134 1.215 -0.303
C: -7.026 3.307 -0.219
C: 3.679 2.969 -1.973
C: 4.290 1.926 -1.270
C: 2.747 -2.163 1.979
C: -5.997 3.978 -0.874
C: 1.435 -4.688 0.687
C: -4.387 2.417 0.055
C: -0.056 -0.341 7.145
C: -0.132 -0.776 5.839
C: 0.156 -2.661 7.816
H: -8.051 3.648 -0.322
H: 2.490 -4.968 0.633
H: 0.134 -4.133 6.218
H: 2.467 -2.632 2.922
H: 2.844 -1.087 2.108
H: -6.209 4.844 -1.489
H: 4.255 3.631 -2.608
H: 1.017 -5.017 1.638
H: 4.026 0.274 0.071
H: -0.108 0.715 7.379
H: 5.362 1.773 -1.355
H: -0.233 3.393 -1.689
H: -3.869 4.020 -1.222
H: 1.810 3.928 -2.370
H: 0.270 -3.391 8.609
H: 2.644 -1.395 -1.478
H: -4.188 0.561 1.434
H: 2.025 -2.973 -2.015
H: -7.536 1.667 1.086
H: 0.151 -1.009 9.179
H: 0.896 -5.180 -0.126
H: 3.458 -2.895 -0.967
H: 3.687 -2.589 1.620

---

3.
The following is a quantum chemistry calculation of a structure of composition C25H23N5O5 in a non-equilibrium geometry, from the Open Molecules 2025 dataset.

Output
HOMO energy = -7.2 eV
charge = 0
frontier orbital gap = 0.1962 hartree
DFT total energy = -43974.70377 eV
energy relative to the best compared isomer or geometry (same formula, charge and spin) = 260.64 kcal per mole

Cartesian coordinates (Å):
O: 4.123 1.218 5.758
O: -1.754 0.325 4.035
O: 2.120 1.747 6.480
O: 4.463 1.298 1.553
O: -1.684 0.128 1.856
N: -2.105 -0.591 -1.041
N: 3.294 0.887 0.883
N: 2.897 1.332 5.591
N: -1.113 0.275 2.968
N: 4.309 1.324 2.916
C: 2.845 -3.227 -1.548
C: 0.907 0.780 4.249
C: -2.603 -1.862 -0.480
C: 0.705 3.530 -2.166
C: -4.125 -2.016 -0.451
C: 2.427 0.535 1.884
C: 0.118 -1.023 -0.082
C: 1.349 -1.479 -0.794
C: 3.062 0.840 3.128
C: -0.017 3.424 -0.975
C: 1.063 0.227 1.847
C: 3.591 -0.930 -1.576
C: 2.282 0.953 4.334
C: 2.333 -0.541 -1.114
C: -2.931 0.192 -1.975
C: 0.328 0.410 3.011
C: 1.614 -2.836 -1.021
C: -4.850 -1.409 -1.642
C: -0.549 2.197 -0.597
C: 0.312 1.192 -2.642
C: 3.843 -2.281 -1.816
C: -0.344 1.057 -1.403
C: 0.849 2.424 -3.011
C: -0.816 -0.260 -0.901
C: -4.433 0.041 -1.781
H: -0.321 -1.838 0.503
H: 1.148 4.487 -2.443
H: 3.029 -4.286 -1.736
H: -1.119 2.076 0.330
H: -4.496 -1.546 0.469
H: -2.254 -1.942 0.557
H: -0.169 4.291 -0.326
H: -4.338 -3.085 -0.367
H: 1.390 2.513 -3.955
H: -2.684 1.258 -1.877
H: 4.345 -0.158 -1.732
H: 4.817 -2.595 -2.189
H: 2.114 0.521 -1.010
H: -4.743 0.599 -0.889
H: -2.663 -0.098 -3.007
H: -2.165 -2.703 -1.045
H: -4.629 -1.968 -2.558
H: 0.413 0.309 -3.280
H: 0.555 -0.124 0.855
H: 0.266 0.922 5.111
H: -4.914 0.517 -2.638
H: -5.927 -1.464 -1.469
H: 0.835 -3.565 -0.782

---

4.
The following is a quantum chemistry calculation of a structure of composition C25H23N7O3PtS3Se in a non-equilibrium geometry, from the Open Molecules 2025 dataset.

Output
HOMO energy = -12.8 eV
charge = +2
frontier orbital gap = 0.2247 hartree
DFT total energy = -143957.18276 eV
energy relative to the best compared isomer or geometry (same formula, charge and spin) = 34.45 kcal per mole

Cartesian coordinates (Å):
Pt: 1.099 -1.458 0.060
Se: 5.981 4.297 -0.445
S: 0.931 -4.099 -0.850
S: -2.866 1.177 -1.210
S: -0.386 -1.620 4.175
O: 1.453 -3.512 0.459
O: -0.360 -4.687 -0.720
O: 1.036 -2.921 -1.754
N: 4.217 4.206 -0.308
N: 1.096 0.547 -0.038
N: 3.109 -1.160 -0.119
N: -4.079 3.410 -1.866
N: 6.190 2.539 -0.429
N: -0.922 -1.752 0.221
N: -5.058 2.159 -0.136
C: 5.759 -0.402 -0.327
C: -4.963 4.567 -1.962
C: -2.970 -2.526 -0.667
C: 4.758 0.574 -0.283
C: 0.158 2.713 0.075
C: 0.865 -1.188 2.027
C: 3.900 2.938 -0.261
C: 4.997 2.011 -0.330
C: -1.357 -1.982 1.487
C: -6.327 2.847 0.081
C: 1.403 3.286 -0.046
C: 4.060 -2.085 -0.157
C: -3.423 -2.785 0.615
C: 3.441 0.152 -0.183
C: -1.708 -1.999 -0.834
C: 5.402 -1.732 -0.268
C: -2.619 -2.492 1.708
C: 1.796 -0.865 3.032
C: 0.027 1.326 0.086
C: -4.104 2.348 -1.054
C: 2.528 2.458 -0.148
C: 2.338 1.086 -0.132
C: 2.037 -5.321 -1.457
C: -0.352 -1.621 2.467
C: 1.223 -1.056 4.259
H: 3.065 -4.971 -1.431
H: 1.671 -0.883 5.225
H: -4.432 5.335 -2.519
H: 1.722 -5.502 -2.483
H: -4.900 1.324 0.403
H: -3.575 -2.730 -1.537
H: -6.940 2.204 0.707
H: -6.861 3.003 -0.853
H: -3.367 3.329 -2.573
H: -5.888 4.342 -2.492
H: 6.795 -0.098 -0.402
H: -6.201 3.796 0.598
H: -0.740 3.309 0.152
H: 2.802 -0.501 2.884
H: -1.299 -1.784 -1.810
H: -5.190 4.973 -0.981
H: 3.742 -3.113 -0.077
H: -4.406 -3.211 0.769
H: -2.953 -2.677 2.719
H: 6.147 -2.514 -0.296
H: 1.911 -6.222 -0.861
H: 1.534 4.360 -0.062
H: -0.945 0.856 0.157

---

5.
The following is a quantum chemistry calculation of a cluster of 2 separate species, C25H23O6 in total in a non-equilibrium geometry, from the Open Molecules 2025 dataset.

Output
HOMO energy = -3.1 eV
charge = -1
frontier orbital gap = 0.1819 hartree
DFT total energy = -38583.78196 eV

Cartesian coordinates (Å):
O: 0.806 0.040 -3.801
O: 2.462 -1.360 1.153
O: -5.367 0.623 -1.792
O: -0.023 2.760 -2.886
O: 2.291 -0.856 -2.352
O: -2.072 -0.447 2.439
C: 1.452 3.484 -1.053
C: -0.218 -0.715 -0.068
C: 1.452 1.205 -1.791
C: 2.423 1.285 -0.691
C: -0.448 -0.984 4.953
C: -0.874 -0.697 2.413
C: -2.111 0.911 -0.088
C: -3.386 1.267 -0.495
C: -3.433 -0.709 -1.957
C: 1.822 -1.646 5.562
C: 1.439 0.121 -2.764
C: 2.198 -1.691 4.217
C: 1.260 -1.321 3.257
C: -2.137 -0.996 -1.602
C: -4.078 0.426 -1.406
C: -6.072 1.771 -1.286
C: 2.133 2.630 0.013
C: 3.322 -2.949 -2.747
C: 0.075 -0.828 1.256
C: -0.049 -0.983 3.621
C: 0.506 -1.283 5.930
C: -1.488 -0.263 -0.577
C: 2.428 -1.891 -3.341
C: 1.417 -1.211 1.787
C: 0.833 2.484 -2.066
H: 1.433 -2.290 -3.589
H: 2.238 4.057 -1.575
H: -1.566 1.549 0.611
H: -1.597 -1.833 -2.055
H: 2.362 0.418 -0.018
H: -5.546 2.701 -1.543
H: 0.227 -1.252 6.984
H: 3.067 3.084 0.369
H: 3.188 -2.011 3.896
H: 1.478 2.478 0.883
H: 0.705 4.192 -0.678
H: -7.037 1.729 -1.788
H: 3.259 -3.855 -3.354
H: -1.486 -0.756 5.190
H: 0.505 -1.122 -0.780
H: 2.864 -1.446 -4.251
H: -6.205 1.707 -0.198
H: 3.462 1.338 -1.067
H: 3.036 -3.187 -1.715
H: -3.867 2.166 -0.097
H: 4.365 -2.609 -2.748
H: -3.990 -1.334 -2.653
H: 2.543 -1.905 6.338

---

6.
The following is a quantum chemistry calculation of a structure of composition C25H24BN4O3PdS, from the Open Molecules 2025 dataset.

Output
HOMO energy (alpha / beta) = -2.9 / -4.9 eV
charge = -1
frontier orbital gap (alpha / beta) = 0.1929 / 0.2613 hartree
DFT total energy = -53412.75416 eV
multiplicity = 3
energy relative to the best compared isomer or geometry (same formula, charge and spin) = 0.00 kcal per mole

Cartesian coordinates (Å):
Pd: -0.049 -1.028 -2.795
S: -0.317 -5.888 -2.744
O: -0.935 -1.461 0.009
O: 2.103 -0.493 -3.010
O: 0.973 -0.188 -0.099
N: -2.206 -0.465 -2.941
N: -0.142 -3.088 -2.804
N: 1.199 1.631 -2.789
N: -0.007 0.981 -2.872
C: 6.161 2.398 -2.745
C: 0.620 -0.208 3.563
C: -1.146 1.664 -2.767
C: -1.474 0.004 5.756
C: 1.217 0.122 2.349
C: -0.086 -2.074 5.860
C: -0.209 -4.252 -2.780
C: 3.572 1.364 -2.838
C: -3.293 -1.238 -2.981
C: -0.541 -0.984 3.651
C: 5.960 1.031 -2.866
C: -3.637 1.466 -2.814
C: -1.171 3.150 -2.590
C: 2.193 0.776 -2.895
C: 0.607 -0.354 1.213
C: -4.738 0.655 -2.866
C: -2.388 -2.153 4.943
C: -2.340 0.896 -2.848
C: 5.065 3.250 -2.669
C: 3.778 2.737 -2.715
C: -4.576 -0.741 -2.949
C: -0.540 -1.121 1.280
C: -1.136 -1.454 2.476
C: -1.121 -1.302 5.032
C: 4.671 0.516 -2.911
B: 0.011 -0.873 -0.830
H: 6.809 0.361 -2.924
H: -1.699 3.639 -3.414
H: -2.030 -2.060 2.478
H: -1.680 3.433 -1.664
H: -2.209 0.576 5.186
H: 1.083 0.152 4.473
H: 2.116 0.721 2.297
H: 5.214 4.319 -2.573
H: -2.765 -2.349 5.949
H: -3.746 2.540 -2.748
H: 0.826 -1.493 6.002
H: -2.197 -3.115 4.466
H: -0.154 3.528 -2.557
H: -0.491 -2.312 6.847
H: -5.421 -1.415 -2.981
H: -0.595 0.635 5.896
H: -3.178 -1.646 4.385
H: -1.895 -0.210 6.742
H: 2.915 3.386 -2.656
H: -3.097 -2.303 -3.035
H: 0.187 -3.008 5.367
H: -5.729 1.090 -2.841
H: 4.491 -0.546 -3.003
H: 7.166 2.801 -2.708

---

7.
The following is a quantum chemistry calculation of a structure of composition C25H24BN8ORuS2, from the Open Molecules 2025 dataset.

Output
HOMO energy (alpha / beta) = -7.7 / -7.6 eV
charge = 0
frontier orbital gap (alpha / beta) = 0.2852 / 0.2384 hartree
DFT total energy = -65213.84644 eV
multiplicity = 2

Cartesian coordinates (Å):
Ru: -0.801 0.024 -1.023
S: -2.185 1.075 0.420
S: -2.371 0.517 3.378
O: 0.758 0.345 0.360
N: 0.674 -0.258 -3.660
N: -1.163 1.631 -2.327
N: -2.036 -0.926 -2.360
N: -1.147 1.424 -3.660
N: -1.726 -0.966 -3.672
N: -1.242 -1.588 0.279
N: -1.416 -1.199 1.608
N: 0.854 -0.193 -2.324
C: 0.636 2.104 3.506
C: -0.786 0.175 4.234
C: -0.005 -3.158 -1.149
C: -1.995 3.438 -3.345
C: -1.646 2.498 -4.290
C: -1.918 -0.032 1.749
C: -2.472 -1.891 -4.284
C: 1.027 -1.977 0.884
C: 2.824 -0.589 -3.295
C: -2.980 -1.843 -2.148
C: 0.554 3.229 6.042
C: -0.086 2.021 5.793
C: -0.048 1.449 4.528
C: 1.236 3.875 5.022
C: -0.124 -2.230 0.027
C: -3.297 -2.483 -3.343
C: 2.151 -0.387 -2.089
C: 2.814 -2.641 2.358
C: 1.277 3.307 3.754
C: 1.845 -0.495 -4.265
C: 2.463 -0.296 1.847
C: 1.356 -0.604 1.027
C: -1.675 2.843 -2.125
C: 1.769 -2.973 1.523
C: 3.149 -1.290 2.508
B: -0.718 0.062 -4.227
H: -3.382 -1.974 -1.158
H: -0.933 -3.692 -1.340
H: 2.519 -0.366 -1.080
H: 3.361 -3.408 2.889
H: -0.711 0.065 -5.426
H: 3.876 -0.760 -3.440
H: -1.712 2.512 -5.365
H: -0.227 -0.477 3.564
H: 1.487 -4.011 1.386
H: 0.517 3.665 7.032
H: 1.898 -0.570 -5.338
H: -0.620 1.517 6.591
H: -4.027 -3.256 -3.502
H: 2.756 0.742 1.943
H: -2.367 -2.062 -5.342
H: 1.726 4.821 5.211
H: 1.804 3.808 2.952
H: -1.013 -0.376 5.144
H: -1.773 3.233 -1.127
H: -2.421 4.412 -3.510
H: 3.979 -1.015 3.149
H: 0.273 -2.613 -2.052
H: 0.642 1.677 2.506
H: 0.798 -3.866 -0.947

---

8.
The following is a quantum chemistry calculation of a structure of composition C25H24Br2Cl5MoNO3 in a non-equilibrium geometry, from the Open Molecules 2025 dataset.

Output
HOMO energy = -14.3 eV
charge = +2
frontier orbital gap = 0.2483 hartree
DFT total energy = -238485.65900 eV
energy relative to the best compared isomer or geometry (same formula, charge and spin) = 5.84 kcal per mole

Cartesian coordinates (Å):
Mo: 2.024 -1.108 -0.363
Br: 1.599 1.334 -1.550
Br: 3.343 -1.130 2.095
Cl: 0.767 -1.744 -2.922
Cl: 0.886 -1.400 -6.102
Cl: 6.219 -0.616 -5.691
Cl: 3.654 -0.829 -7.439
Cl: 5.996 -0.954 -2.556
O: 0.606 -0.395 0.492
O: 3.338 -6.310 2.630
O: 3.191 -1.473 -1.697
N: 2.163 -2.987 0.571
C: 0.027 1.639 -0.505
C: -2.707 4.907 1.318
C: 2.169 -5.359 0.757
C: -1.879 -0.245 2.297
C: -1.420 0.753 1.225
C: -4.227 3.679 -0.261
C: -0.286 0.648 0.421
C: -1.833 0.468 3.658
C: -2.175 1.908 1.021
C: 4.630 -1.061 -3.577
C: 1.809 -4.207 0.111
C: 2.905 -2.936 1.683
C: -2.783 4.134 -0.007
C: 3.550 -1.012 -5.750
C: -0.735 2.762 -0.690
C: 2.302 -1.264 -5.160
C: 3.319 -4.004 2.410
C: -3.320 -0.678 1.985
C: -1.028 -1.515 2.395
C: 2.936 -5.272 1.931
C: 3.389 -1.298 -3.020
C: -2.356 5.061 -1.145
C: 4.709 -0.914 -4.964
C: 2.239 -1.403 -3.786
C: -1.878 2.909 0.100
H: -1.689 5.245 1.520
H: -1.471 -2.162 3.152
H: -3.051 5.898 -1.205
H: -0.830 0.838 3.877
H: -4.301 3.089 -1.177
H: -1.361 5.480 -0.981
H: -3.682 -1.329 2.781
H: 1.861 -6.317 0.361
H: -0.458 3.503 -1.425
H: -3.351 5.785 1.267
H: -1.013 -2.073 1.457
H: 1.214 -4.225 -0.792
H: -3.370 -1.231 1.045
H: -2.373 4.554 -2.113
H: -0.004 -1.300 2.709
H: -4.625 3.085 0.563
H: -3.056 2.037 1.632
H: -2.521 1.312 3.698
H: -2.119 -0.230 4.446
H: -4.003 0.166 1.917
H: 3.915 -3.908 3.307
H: 3.052 -7.158 2.257
H: -3.040 4.300 2.161
H: -4.869 4.553 -0.370